# 1
Here is a single C6H6O molecule from the OMol25 dataset. Energies are from wB97M-V/def2-TZVPD.

Each atom is followed by the atoms it is bonded to, with distances in Å.
Geometry (Å):
1 O -1.862 0.726 -0.130  C6 1.470, H10 0.979
2 C 0.097 0.251 -1.472  C4 1.576, C6 1.313
3 C 2.716 -0.153 0.934  C5 1.203, H8 1.070
4 C 0.416 -0.746 -0.294  C2 1.576, C5 1.472, C7 1.469, H11 1.098
5 C 1.698 -0.412 0.348  C3 1.203, C4 1.472
6 C -0.998 0.954 -1.298  O1 1.470, C2 1.313, H9 1.086
7 C -0.729 -0.657 0.622  C4 1.469, H12 1.088, H13 1.088
8 H 3.630 0.085 1.438  C3 1.070
9 H -1.415 1.722 -1.943  C6 1.086
10 H -1.905 1.551 0.397  O1 0.979
11 H 0.479 -1.743 -0.752  C4 1.098
12 H -0.608 -0.175 1.591  C7 1.088
13 H -1.519 -1.402 0.558  C7 1.088

Calculated values
LUMO energy (spin up / spin down)   -0.152 / -0.152 eV

natural (NBO) population analysis, charges in e, atoms 1 to 8: number 1, O, carries -0.644; number 2, C, carries -0.195; number 3, C, carries -0.249; number 4, C, carries -0.469; number 5, C, carries 0.027; number 6, C, carries -0.145; number 7, C, carries 0.032; number 8, H, carries 0.240

# 2
Here is a single C6H6O molecule in a non-equilibrium geometry from the OMol25 dataset. Energies are from wB97M-V/def2-TZVPD.

Each atom is followed by the atoms it is bonded to, with distances in Å.
Geometry (Å):
1 O -1.455 1.045 1.791  C3 1.207
2 C 1.013 0.620 -0.998  C4 1.424, C6 1.521, H8 1.078
3 C -0.832 0.372 1.006  O1 1.207, C5 1.490, C7 1.514
4 C 0.934 -0.573 -0.226  C2 1.424, C6 1.615, C7 1.525, H10 1.082
5 C -1.287 0.087 -0.384  C3 1.490, C6 1.383, H9 1.085
6 C -0.250 -0.188 -1.256  C2 1.521, C4 1.615, C5 1.383, H11 1.090
7 C 0.497 -0.324 1.214  C3 1.514, C4 1.525, H12 1.088, H13 1.096
8 H 0.846 1.644 -1.291  C2 1.078
9 H -2.283 0.445 -0.626  C5 1.085
10 H 1.571 -1.398 -0.517  C4 1.082
11 H -0.384 -0.782 -2.161  C6 1.090
12 H 1.289 0.287 1.645  C7 1.088
13 H 0.342 -1.235 1.803  C7 1.096

Calculated values
LUMO energy   -1.176 eV

natural (NBO) population analysis, charges in e, atoms 1 to 8: number 1, O, carries -0.534; number 2, C, carries -0.228; number 3, C, carries 0.508; number 4, C, carries -0.186; number 5, C, carries -0.192; number 6, C, carries -0.263; number 7, C, carries -0.521; number 8, H, carries 0.257

# 3
Here is a single C6H6O molecule in a non-equilibrium geometry from the OMol25 dataset. Energies are from wB97M-V/def2-TZVPD.

Each atom is followed by the atoms it is bonded to, with distances in Å.
Geometry (Å):
1 O -1.467 0.704 -1.962  C5 1.436, H12 0.959
2 C 0.950 -0.348 1.357  C4 1.416, C6 1.432, H13 1.099
3 C -0.261 -1.087 -0.557  C4 1.349, C5 1.459, H9 1.165
4 C 0.151 -1.318 0.706  C2 1.416, C3 1.349, H10 1.048
5 C -0.663 0.285 -0.848  O1 1.436, C3 1.459, C7 1.398
6 C 0.916 0.988 0.843  C2 1.432, C7 1.435, H11 1.045
7 C -0.212 1.294 0.009  C5 1.398, C6 1.435, H8 1.175
8 H -0.717 2.354 0.046  C7 1.175
9 H -0.122 -1.673 -1.554  C3 1.165
10 H -0.007 -2.260 1.139  C4 1.048
11 H 1.607 1.722 1.116  C6 1.045
12 H -1.754 -0.030 -2.510  O1 0.959
13 H 1.578 -0.630 2.213  C2 1.099

Calculated values
SMILES   Oc1ccccc1
LUMO energy   0.469 eV

natural (NBO) population analysis, charges in e, atoms 1 to 8: number 1, O, carries -0.688; number 2, C, carries -0.255; number 3, C, carries -0.283; number 4, C, carries -0.199; number 5, C, carries 0.275; number 6, C, carries -0.178; number 7, C, carries -0.272; number 8, H, carries 0.234

# 4
Here is 2 unconnected molecules or ions with the total composition C6H6O from the OMol25 dataset. Energies are from wB97M-V/def2-TZVPD.

Each atom is followed by the atoms it is bonded to, with distances in Å.
Geometry (Å):
1 O -1.617 -2.228 0.271  C5 1.205
2 C 2.718 0.571 -0.198  C7 1.206, H11 1.068
3 C 0.142 0.760 0.165  C4 1.298, C6 1.505, C7 1.405
4 C -0.947 0.513 0.826  C3 1.298, C6 1.492, H10 1.078
5 C -0.566 -2.249 -0.317  O1 1.205, H8 1.107, H12 1.107
6 C -1.016 1.686 -0.094  C3 1.505, C4 1.492, H9 1.093, H13 1.092
7 C 1.520 0.598 -0.054  C2 1.206, C3 1.405
8 H -0.373 -1.626 -1.211  C5 1.107
9 H -1.576 1.618 -1.030  C6 1.093
10 H -1.471 -0.080 1.559  C4 1.078
11 H 3.781 0.603 -0.287  C2 1.068
12 H 0.279 -2.882 0.015  C5 1.107
13 H -0.966 2.692 0.327  C6 1.092

Calculated values
SMILES   C#CC1=CC1.C=O
LUMO energy   0.590 eV

natural (NBO) population analysis, charges in e, atoms 1 to 8: number 1, O, carries -0.512; number 2, C, carries -0.183; number 3, C, carries -0.102; number 4, C, carries -0.109; number 5, C, carries 0.289; number 6, C, carries -0.399; number 7, C, carries -0.059; number 8, H, carries 0.115

# 5
Here is a single C6H6O molecule from the OMol25 dataset. Energies are from wB97M-V/def2-TZVPD.

Each atom is followed by the atoms it is bonded to, with distances in Å.
Geometry (Å):
1 O 0.545 -0.518 1.796  C4 1.355, H10 0.970
2 C 1.042 0.544 -1.236  C5 1.373, C7 1.298
3 C -1.843 -1.111 0.004  C6 1.264, H9 1.074
4 C -0.238 0.157 0.920  O1 1.355, C6 1.505, H8 1.089
5 C 0.981 1.425 -0.184  C2 1.373, H12 1.094, H13 1.091
6 C -0.718 -0.610 -0.282  C3 1.264, C4 1.505, C7 1.584
7 C 0.315 -0.504 -1.478  C2 1.298, C6 1.584, H11 1.080
8 H -0.924 0.810 1.459  C4 1.089
9 H -2.743 -1.689 -0.096  C3 1.074
10 H 1.016 -1.205 1.298  O1 0.970
11 H 0.270 -1.206 -2.297  C7 1.080
12 H 0.420 2.351 -0.346  C5 1.094
13 H 1.823 1.543 0.499  C5 1.091

Calculated values
LUMO energy (spin up / spin down)   0.029 / -0.178 eV

natural (NBO) population analysis, charges in e, atoms 1 to 8: number 1, O, carries -0.668; number 2, C, carries 0.071; number 3, C, carries -0.131; number 4, C, carries 0.182; number 5, C, carries -0.489; number 6, C, carries -0.209; number 7, C, carries -0.357; number 8, H, carries 0.202

# 6
Here is a single C6H6O2 molecule in a non-equilibrium geometry from the OMol25 dataset. Energies are from wB97M-V/def2-TZVPD.

Each atom is followed by the atoms it is bonded to, with distances in Å.
Geometry (Å):
1 O -0.459 1.806 0.595  C4 1.399, C6 1.315
2 O 1.126 -0.303 -1.885  C3 1.222
3 C 0.501 -0.038 -0.869  O2 1.222, C4 1.474, C8 1.490
4 C 0.234 1.375 -0.540  O1 1.399, C3 1.474, H10 1.114, H12 1.119
5 C 0.180 -2.378 0.007  C8 1.371, H9 1.094, H13 1.110
6 C -0.902 0.856 1.390  O1 1.315, C7 1.327, H14 1.143
7 C -0.688 -0.447 1.257  C6 1.327, C8 1.447, H11 1.136
8 C -0.058 -1.031 0.092  C3 1.490, C5 1.371, C7 1.447
9 H 0.588 -2.775 -0.927  C5 1.094
10 H -0.251 1.779 -1.457  C4 1.114
11 H -1.031 -1.103 2.120  C7 1.136
12 H 1.273 1.789 -0.571  C4 1.119
13 H -0.108 -3.067 0.828  C5 1.110
14 H -1.413 1.328 2.297  C6 1.143

Calculated values
SMILES   C=C1C=COCC1=O
LUMO energy   -0.088 eV

natural (NBO) population analysis, charges in e, atoms 1 to 8: number 1, O, carries -0.462; number 2, O, carries -0.529; number 3, C, carries 0.535; number 4, C, carries -0.198; number 5, C, carries -0.302; number 6, C, carries 0.183; number 7, C, carries -0.364; number 8, C, carries -0.176

Number 6 is which compound?
C6H6O2